No. 1
ORCA calculation (the ωB97M-V functional and the def2-TZVPD basis) on a gas-phase ion, C4H9O2S (charge -1).

Element x y z (Å)
C (0.64, -0.90, 1.27)
C (-0.51, -0.05, 0.66)
C (-0.54, 1.23, 1.67)
S (0.22, 0.56, -0.97)
C (-0.51, -0.94, -2.36)
O (-0.25, 1.86, -1.39)
O (1.68, 0.36, -1.19)
H (0.44, -1.93, 0.87)
H (1.57, -0.52, 0.80)
H (0.56, -0.95, 2.37)
H (-0.31, 2.13, 1.11)
H (0.02, 1.06, 2.52)
H (-1.48, 1.56, 2.09)
H (0.22, -0.75, -3.03)
H (-0.23, -1.84, -1.78)
H (-1.53, -0.88, -2.64)

Orbital gap: 6.67 eV
E_tot: -706.37161 a.u.
Total charge: -1
Energy above the lowest of the compared OMol25 structures with the same formula, charge and spin: 4.799 eV
LUMO energy: 4.01 eV
SMILES string: CC(C)=[S@@](C)(=O)[O-]

Atomic partial charges in e from the natural (NBO) method, atoms 1 to 8: -0.695 -0.563 -0.662 1.972 -0.774 -0.990 -1.015 0.183

No. 2
ORCA calculation (the ωB97M-V functional and the def2-TZVPD basis) on C4H6O2 in the gas phase.

Element x y z (Å)
O (1.62, -0.21, 1.53)
C (1.50, -0.08, 0.33)
C (0.17, 0.10, -0.33)
O (0.22, 0.64, -1.63)
C (-1.03, -0.79, -0.23)
C (-0.92, 0.27, 0.79)
H (2.40, 0.03, -0.31)
H (0.83, 1.39, -1.73)
H (-0.93, -1.84, 0.01)
H (-1.71, -0.55, -1.04)
H (-0.62, -0.10, 1.77)
H (-1.55, 1.15, 0.83)

Orbital gap: 10.32 eV
E_tot: -306.42368 a.u.
Energy above the lowest of the compared OMol25 structures with the same formula, charge and spin: 2.248 eV
LUMO energy: 0.66 eV
SMILES string: O=CC1(O)CC1

Atomic partial charges in e from the natural (NBO) method, atoms 1 to 8: -0.524 0.404 0.102 -0.692 -0.400 -0.411 0.118 0.476

No. 3
ORCA calculation (the ωB97M-V functional and the def2-TZVPD basis) on C5H7NO in the gas phase.

Element x y z (Å)
C (-1.24, -0.09, 0.90)
C (-0.30, -0.83, -1.25)
C (-0.16, 0.24, -0.15)
N (-0.36, 1.60, -0.63)
C (1.22, 0.00, 0.42)
C (1.70, -1.07, -0.17)
O (0.80, -1.55, -1.17)
H (-2.23, -0.05, 0.44)
H (-1.10, -1.10, 1.30)
H (-1.18, 0.63, 1.71)
H (-1.36, 1.80, -0.68)
H (0.00, 1.70, -1.57)
H (1.68, 0.58, 1.21)
H (2.61, -1.65, -0.07)

Orbital gap: 9.22 eV
E_tot: -324.59940 a.u.
Energy above the lowest of the compared OMol25 structures with the same formula, charge and spin: 3.403 eV
LUMO energy: 0.51 eV

Atomic partial charges in e from the natural (NBO) method, atoms 1 to 8: -0.598 0.296 -0.103 -0.806 -0.239 0.068 -0.471 0.222

No. 4
ORCA calculation (the ωB97M-V functional and the def2-TZVPD basis) on 5 unconnected molecules or ions with the total composition H10O5.

Element x y z (Å)
O (-1.99, -5.87, 6.99)
H (-2.80, -5.83, 7.49)
H (-1.89, -4.99, 6.63)
O (-1.49, -7.56, 3.78)
H (-2.16, -7.26, 4.39)
H (-1.92, -8.29, 3.31)
O (-2.67, -10.14, 3.06)
H (-3.52, -9.92, 2.68)
H (-2.30, -10.78, 2.45)
O (-0.77, -4.85, 3.89)
H (-1.01, -5.77, 3.78)
H (-1.61, -4.39, 3.98)
O (-1.26, -8.97, 7.50)
H (-0.72, -8.29, 7.91)
H (-1.60, -8.56, 6.71)

Orbital gap: 11.33 eV
E_tot: -382.18639 a.u.
Energy above the lowest of the compared OMol25 structures with the same formula, charge and spin: 1.028 eV
LUMO energy: 0.34 eV
SMILES string: O.O.O.O.O

Atomic partial charges in e from the natural (NBO) method, atoms 1 to 8: -0.948 0.470 0.477 -0.964 0.468 0.500 -0.945 0.473

No. 5
ORCA calculation (the ωB97M-V functional and the def2-TZVPD basis) on C3H7O2P in the gas phase.

Element x y z (Å)
C (-1.55, -0.61, -0.38)
C (-0.69, -0.21, 0.53)
C (0.14, 0.95, 0.60)
O (0.00, 1.81, -0.47)
P (1.90, 0.16, 0.47)
O (1.57, -1.03, -0.79)
H (-2.30, -1.34, -0.25)
H (-1.57, -0.09, -1.35)
H (-0.66, -0.89, 1.37)
H (0.18, 1.55, 1.53)
H (-0.52, 1.27, -1.16)
H (1.63, -0.88, 1.50)
H (1.86, -0.68, -1.59)

Orbital gap: 9.44 eV
E_tot: -610.27395 a.u.
Energy above the lowest of the compared OMol25 structures with the same formula, charge and spin: 2.287 eV
LUMO energy: 0.66 eV
SMILES string: C=C[C@H](O)PO

Atomic partial charges in e from the natural (NBO) method, atoms 1 to 8: -0.404 -0.214 -0.186 -0.705 0.789 -0.959 0.217 0.155

No. 6
ORCA calculation (the ωB97M-V functional and the def2-TZVPD basis) on 2 unconnected molecules or ions with the total composition C6H5IN2O2.

Element x y z (Å)
C (-0.30, -0.34, 1.40)
C (-1.61, -0.38, 1.07)
C (0.58, -0.52, 0.35)
C (0.08, -0.62, -1.00)
C (-1.26, -0.76, -1.28)
C (0.65, 2.85, -1.18)
N (-2.03, -0.69, -0.14)
N (1.94, -0.84, 0.66)
O (0.17, 3.20, -2.15)
O (1.11, 2.43, -0.23)
I (1.42, -0.68, -2.63)
H (0.16, -0.07, 2.37)
H (-2.27, -0.08, 1.83)
H (-3.09, -0.65, -0.27)
H (2.06, -1.58, 1.42)
H (2.41, -1.27, -0.21)

Orbital gap: 8.56 eV
E_tot: -789.27586 a.u.
Energy above the lowest of the compared OMol25 structures with the same formula, charge and spin: 0.790 eV
LUMO energy: 0.40 eV

Atomic partial charges in e from the natural (NBO) method, atoms 1 to 8: -0.338 0.067 0.226 -0.331 -0.068 1.024 -0.508 -0.819